{"formula": "C3H2CuO2", "method": "ωB97M-V with the def2-TZVPD basis set", "species": ["O", "C", "C", "O", "C", "Cu", "H", "H"], "positions_angstrom": [[1.05, -1.05, 0.26], [-0.18, -0.96, -0.09], [-0.94, 0.16, -0.24], [-0.43, 1.47, -0.01], [0.73, 1.80, 0.34], [2.60, 0.27, 0.15], [-0.81, -1.88, -0.06], [-2.02, 0.18, -0.34]], "lowdin_spin": [0.058, -0.003, 0.037, 0.159, 0.660, 0.082, 0.007, 0.000], "s_squared": 0.763, "homo_energy_ha": [-0.261, -0.296], "charge": 0, "gap_ev": [6.168, 6.974], "total_energy_ev": -51872.2667, "lumo_energy_ev": [-0.9, -1.1], "de_lowest_kj_mol": 140.04, "multiplicity": 2}